The molecule C17H20N2O3S2, computed with ωB97M-V/def2-TZVPD.

orbital gap: 8.57 eV
E: -48747.1209 eV
LUMO: 0.002 hartree
HOMO level: -8.511 eV
ΔE to the lowest compared entry with this formula, charge and spin: 35.3 kJ/mol

Each line ends with the natural charge from an NBO analysis.
Positions of all 44 atoms, in Å:
1 C 2.713655 -2.619469 0.287237  -0.62
2 H 3.418531 -3.222500 -0.277985  0.22
3 H 2.922801 -2.748760 1.345750  0.20
4 H 2.860985 -1.576467 0.021374  0.22
5 C 1.289169 -3.051485 -0.054797  -0.20
6 N 0.289317 -2.252817 0.627863  -0.45
7 C -0.500857 -1.315082 0.051386  0.68
8 O -1.305563 -0.665736 0.693319  -0.63
9 C -0.376346 -1.085400 -1.443274  -0.64
10 H -1.135299 -0.356227 -1.738241  0.30
11 H -0.475288 -2.001652 -2.022962  0.24
12 S 1.210897 -0.301178 -1.874800  0.24
13 C 0.697801 1.354991 -2.192516  0.09
14 N -0.576956 1.606591 -2.232569  -0.46
15 C -0.986571 2.866898 -2.478950  0.14
16 C -2.367711 3.137082 -2.516037  -0.19
17 C -2.808375 4.407343 -2.769198  -0.20
18 C -1.897634 5.451002 -2.992120  -0.22
19 C -0.549681 5.215162 -2.959501  -0.20
20 C -0.060745 3.921448 -2.704194  -0.04
21 C 1.316739 3.602257 -2.659724  -0.14
22 C 1.706510 2.320678 -2.404684  -0.27
23 H 2.742904 2.025555 -2.359097  0.23
24 H 2.046331 4.382270 -2.827146  0.22
25 H 0.157173 6.015139 -3.129120  0.21
26 H -2.270052 6.445304 -3.189331  0.22
27 H -3.867531 4.616575 -2.798122  0.22
28 H -3.052594 2.323195 -2.337403  0.23
29 C 0.174832 -2.480270 2.064165  -0.04
30 C -1.208952 -2.903935 2.526981  -0.67
31 H -1.492613 -3.901652 2.210863  0.25
32 H -1.968824 -2.171411 2.275610  0.27
33 S -0.946310 -2.898578 4.329524  2.15
34 O -2.111322 -2.461640 5.043235  -0.93
35 O -0.376496 -4.164231 4.709782  -0.96
36 C 0.376748 -1.629737 4.360064  -0.65
37 C 0.537140 -1.242330 2.904207  -0.43
38 H -0.151693 -0.438583 2.642956  0.25
39 H 1.552984 -0.913521 2.679896  0.22
40 H 0.058315 -0.813094 4.997739  0.25
41 H 1.257397 -2.114361 4.771551  0.24
42 H 0.866425 -3.289351 2.319837  0.22
43 H 1.141273 -4.099236 0.229198  0.20
44 H 1.149488 -2.972782 -1.130765  0.21

Atoms 1-2, force components in eV/Å:
C -0.1939 -0.0921 -0.0907
H 0.1457 -0.0877 -0.0165

***

The molecule C17H20N4O3S, computed with ωB97M-V/def2-TZVPD.

orbital gap: 8.57 eV
E: -40893.4138 eV
LUMO: 0.018 hartree
HOMO level: -8.091 eV
ΔE to the lowest compared entry with this formula, charge and spin: 6.0 kJ/mol

Each line ends with the natural charge from an NBO analysis.
Positions of all 45 atoms, in Å:
1 C 2.939456 1.827736 -0.826131  -0.25
2 H 3.149691 1.631046 0.229735  0.16
3 O 2.232367 3.033163 -1.007722  -0.53
4 C 0.893203 3.006145 -0.594421  -0.07
5 C 0.688573 3.020244 0.921844  -0.54
6 H -0.299153 3.405108 1.164487  0.25
7 H 1.461410 3.616571 1.404707  0.24
8 S 0.789576 1.365542 1.678508  0.27
9 C -0.718688 0.720899 1.127534  0.24
10 N -1.682244 1.444408 0.573589  -0.54
11 C -2.663956 0.556445 0.311038  0.37
12 C -2.293434 -0.721512 0.709700  -0.11
13 N -1.029409 -0.586969 1.245738  -0.31
14 C -0.166071 -1.656415 1.693550  -0.25
15 C 0.884669 -1.927526 0.644715  -0.05
16 C 2.210646 -1.582829 0.859247  -0.16
17 C 3.167684 -1.772936 -0.128331  -0.03
18 C 2.771793 -2.313883 -1.345741  -0.21
19 C 1.451856 -2.665057 -1.566162  -0.20
20 C 0.506289 -2.473515 -0.574815  -0.21
21 H -0.523868 -2.752948 -0.739697  0.22
22 H 1.158031 -3.089824 -2.514548  0.22
23 H 3.505531 -2.462458 -2.124775  0.21
24 C 4.601929 -1.415653 0.114181  -0.63
25 H 5.180759 -2.317986 0.311974  0.22
26 H 4.699004 -0.754062 0.970832  0.21
27 H 5.030783 -0.928674 -0.758984  0.22
28 H 2.501500 -1.157406 1.808966  0.20
29 H -0.798562 -2.534602 1.844489  0.26
30 H 0.298379 -1.361888 2.638818  0.22
31 C -3.155797 -1.849255 0.546163  0.65
32 O -2.956462 -3.008678 0.846746  -0.62
33 N -4.350873 -1.446520 -0.052012  -0.64
34 C -4.768208 -0.192800 -0.461778  0.79
35 O -5.855316 -0.022119 -0.962835  -0.63
36 N -3.866946 0.831523 -0.262488  -0.42
37 C -4.199714 2.184129 -0.649544  -0.41
38 H -5.196476 2.167581 -1.085461  0.25
39 H -4.180485 2.833408 0.225637  0.21
40 H -3.473756 2.548384 -1.376279  0.21
41 H -5.032096 -2.181549 -0.208103  0.43
42 H 0.366657 2.142639 -1.027539  0.18
43 H 0.454831 3.921282 -1.003022  0.20
44 H 3.879249 1.945893 -1.362257  0.19
45 H 2.387663 0.974939 -1.239559  0.17

Atoms 1-2, force components in eV/Å:
C 0.0897 -0.0229 -0.0487
H 0.0423 -0.0545 -0.0595

***

The molecule C17H20N4O4, computed with ωB97M-V/def2-TZVPD.

orbital gap: 7.92 eV
E: -32101.6125 eV
LUMO: 0.014 hartree
HOMO level: -7.526 eV
ΔE to the lowest compared entry with this formula, charge and spin: 498.7 kJ/mol

Each line ends with the natural charge from an NBO analysis.
Positions of all 45 atoms, in Å:
1 O 0.311143 2.016207 2.760364  -0.58
2 N -2.157301 1.148412 0.635376  -0.55
3 N -0.255647 0.888246 -2.494108  -0.49
4 O 2.206988 2.758570 1.786327  -0.70
5 O 1.970340 -3.132373 -0.464024  -0.54
6 O -0.193135 3.562662 -2.593118  -0.74
7 C 1.227552 1.814142 2.003644  0.77
8 C -2.755851 2.368785 0.957134  0.30
9 C -0.581135 -0.361720 -2.160810  0.19
10 C -1.406905 0.833091 -0.525105  0.25
11 C -0.741979 1.619744 -1.448011  0.02
12 C 2.763242 -0.871361 -0.120887  -0.25
13 C 2.534194 0.398450 0.402912  -0.14
14 C 0.791263 -0.602632 1.743579  -0.08
15 C 1.956222 -1.982998 0.254324  0.31
16 C 1.539657 0.539288 1.427196  -0.21
17 C 0.917709 -1.809410 1.096068  -0.09
18 N -2.549547 3.547268 0.219289  -0.60
19 N -1.271652 -0.519780 -0.922744  -0.37
20 C 2.996630 -4.071688 0.051073  -0.26
21 C -0.754722 3.131482 -1.332233  0.08
22 C -0.173250 -2.864644 1.158506  -0.41
23 C -2.159904 3.549955 -1.109335  -0.25
24 C -1.986993 -1.775117 -0.400162  -0.21
25 C -0.987484 -2.935441 -0.162470  -0.41
26 H 1.865430 3.619251 2.034595  0.49
27 H -0.064754 2.681273 -3.121342  0.50
28 H -3.398002 2.482917 1.850581  0.20
29 H -0.401425 -1.290760 -2.664541  0.19
30 H 3.620924 -1.050983 -0.674135  0.21
31 H 3.274708 1.193333 0.176082  0.24
32 H -0.167830 -0.410207 2.227560  0.23
33 H -2.762168 4.419565 0.655550  0.40
34 H 2.922133 -5.100763 -0.313807  0.20
35 H 2.885482 -4.217142 1.106927  0.18
36 H 3.978303 -3.732887 -0.225742  0.18
37 H -0.136695 3.575100 -0.462310  0.17
38 H -0.872808 -2.551574 1.990658  0.21
39 H 0.278867 -3.777167 1.408444  0.22
40 H -2.751740 2.974724 -1.871309  0.20
41 H -2.288270 4.588601 -1.370133  0.22
42 H -2.488279 -1.590336 0.618381  0.25
43 H -2.663113 -2.162759 -1.194633  0.21
44 H -1.737956 -3.680294 0.041505  0.21
45 H -0.332241 -3.219030 -0.975114  0.23

Atoms 1-2, force components in eV/Å:
O -0.2045 0.3517 -0.4088
N -2.5887 3.2699 0.9069

***

A structure of composition C17H21BrN4O2ReSSi, computed with ωB97M-V/def2-TZVPD.

orbital gap (alpha / beta): 4.16 / 5.13 eV
charge: +2
E: -118895.1177 eV
multiplicity: 4
LUMO (alpha / beta): -0.362 / -0.326 hartree
HOMO level (alpha / beta): -14.000 / -14.000 eV
ΔE to the lowest compared entry with this formula, charge and spin: 0.0 kJ/mol

Each line ends with the natural charge from an NBO analysis.
Positions of all 48 atoms, in Å:
1 Re 0.242091 -0.624925 -0.042741  1.63
2 C -5.197002 0.794461 -1.133344  -1.12
3 Si -4.707128 1.785884 0.360097  1.62
4 C -4.938993 0.864794 1.957033  -1.12
5 C -5.508354 3.453995 0.388639  -1.14
6 C -2.803982 2.114754 0.196201  -0.37
7 C -2.272782 3.419660 0.141018  -0.09
8 C -0.911748 3.661533 0.036357  -0.20
9 C -0.028860 2.590788 -0.025106  0.11
10 N -0.500415 1.348769 0.014816  -0.57
11 C -1.841012 1.128646 0.127731  0.05
12 S -2.064073 -0.627916 0.189999  0.25
13 H -6.277451 0.633775 -1.119851  0.27
14 H -4.728085 -0.191765 -1.159140  0.24
15 H -4.956443 1.315698 -2.061644  0.26
16 H -6.005913 0.704528 2.128556  0.27
17 H -4.552777 1.428282 2.808219  0.26
18 H -4.464769 -0.119168 1.950199  0.24
19 H -6.589087 3.321509 0.477578  0.28
20 H -5.330340 4.018383 -0.529286  0.25
21 H -5.189612 4.056076 1.242225  0.25
22 H -2.950025 4.263532 0.186187  0.26
23 H -0.525501 4.670642 0.003495  0.27
24 H 1.043270 2.714025 -0.098910  0.24
25 C 2.934943 -5.107508 0.341689  -0.40
26 N 1.473344 -4.871054 0.269642  -0.39
27 C 0.559584 -6.023132 0.414178  -0.40
28 C 1.030432 -3.688636 0.112061  0.76
29 N 0.642957 -2.593303 -0.027527  -0.65
30 H 3.213572 -5.794993 -0.454238  0.24
31 H 3.166823 -5.545144 1.310306  0.24
32 H 3.461858 -4.165138 0.227481  0.25
33 H 0.825178 -6.770255 -0.330395  0.24
34 H -0.467098 -5.704284 0.259737  0.23
35 H 0.671133 -6.439516 1.413153  0.24
36 Br 5.184466 3.815295 -2.328387  0.13
37 C 5.346814 2.160198 -1.456077  -0.15
38 C 6.606109 1.641054 -1.158615  0.08
39 N 6.777048 0.473383 -0.547636  -0.37
40 C 5.705343 -0.224790 -0.205269  0.10
41 C 4.407278 0.220378 -0.459823  -0.25
42 C 4.229318 1.440077 -1.104337  -0.14
43 C 3.288003 -0.625129 -0.039579  0.80
44 O 3.353610 -1.732211 0.409469  -0.57
45 O 2.036092 -0.020316 -0.207716  -0.79
46 H 7.500279 2.190137 -1.428044  0.23
47 H 5.869199 -1.169061 0.298422  0.22
48 H 3.242706 1.807990 -1.346822  0.22

Atoms 1-2, force components in eV/Å:
Re -0.0164 0.1025 -0.0132
C 0.0136 -0.0476 -0.0231